32
Properties=species:S:1:pos:R:3:forces:R:3:nbo_charge:R:1 method="wB97M-V/def2-TZVPD" relative_energy_kj_mol=0.00 total_charge=+2 gap_ha=0.4315
C 0.3580 -0.2745 -0.6987 3.477 -2.377 2.070 0.6222
C 2.0691 -0.9864 1.5413 -3.666 0.880 -0.483 -0.3915
C 2.4367 0.3398 0.9837 1.707 2.317 0.311 -0.4254
C 1.9014 -0.6835 0.0769 -4.947 1.272 -1.897 0.0508
C 2.7923 -2.7656 -0.9784 -2.929 -0.076 0.294 -0.4135
C -3.9070 0.2762 1.0484 -3.685 -1.735 -1.122 -0.4781
C -1.2195 2.9800 -0.5304 -0.588 -1.824 0.488 -0.2313
C -1.8236 0.6613 -0.2676 -0.048 -0.965 -2.503 0.5054
N 0.3332 -0.5921 -1.9026 -0.191 1.170 -0.112 -0.7260
N 2.5968 -1.2822 -1.0420 2.788 -0.924 0.138 -0.5160
N -2.5662 0.8309 1.0495 1.285 0.641 -0.602 -0.5512
O -0.5373 0.1573 0.2021 -1.082 1.034 -0.391 -0.5407
O -1.7538 1.7670 -1.1034 -0.473 -2.059 0.982 -0.4965
H 2.7687 -1.6777 1.7962 2.186 -1.653 0.752 0.2449
H 1.1046 -1.1351 2.1175 1.314 0.439 -0.731 0.2473
H 1.8593 1.2776 1.2327 0.434 -1.379 -0.401 0.2532
H 3.5290 0.6089 0.8653 -1.220 -0.556 0.323 0.2566
H 1.7844 -3.2048 -1.0199 0.212 0.112 0.539 0.2331
H 3.2277 -3.1951 -1.8311 1.289 0.101 -1.161 0.2546
H 3.2742 -2.9890 -0.0663 0.593 -0.455 0.754 0.2288
H -4.0443 -0.8694 0.9935 1.152 1.720 -0.012 0.2722
H -4.2407 0.5391 2.0598 -0.879 0.117 -0.596 0.2536
H -4.5983 0.6620 0.1171 1.918 -0.404 2.655 0.2787
H -1.6686 2.8936 0.4840 1.384 1.559 -0.282 0.1320
H -1.7238 3.7180 -1.1142 0.251 0.955 -0.066 0.2469
H -0.1299 2.8932 -0.6518 -0.404 0.783 0.596 0.2161
H -2.4324 -0.0835 -0.9225 1.319 0.777 1.460 0.2289
H -0.4115 -0.2075 -2.4599 -0.610 -0.228 -0.350 0.3989
H 2.1814 -1.0382 -1.9505 -0.700 0.297 0.163 0.4840
H 3.5488 -0.9358 -1.0512 0.348 0.567 -0.167 0.4365
H -2.7205 1.8501 1.1689 0.343 -0.589 0.334 0.4530
H -1.9883 0.4655 1.8537 -0.578 0.487 -0.981 0.4725